[1]
Formula: C3H3ClN2S
Source: the OMol25 dataset
Level of theory: ωB97M-V with the def2-TZVPD basis set

Each atom is followed by the atoms it is bonded to, with distances in Å.
Geometry (Å):
1 Cl 1.910 -0.643 -0.445  C6 1.874
2 S -2.316 -0.107 -0.492  C5 1.611
3 N -0.341 -1.055 0.896  C5 1.303, H8 1.181, H9 1.033
4 N 0.384 2.816 0.266  C7 1.240
5 C -0.779 -0.252 -0.032  S2 1.611, N3 1.303, C6 1.485
6 C 0.369 0.386 -0.725  Cl1 1.874, C5 1.485, C7 1.458, H10 1.128
7 C 0.436 1.588 0.097  N4 1.240, C6 1.458
8 H 0.802 -1.353 0.868  N3 1.181
9 H -0.655 -1.901 1.398  N3 1.033
10 H 0.191 0.521 -1.831  C6 1.128

SMILES: N#C[C@@H](Cl)C(N)=S
Spin multiplicity: 1
Total charge: 0
DFT total energy in hartree: -1083.90735
F_max in eV Å⁻¹: 9.856

Here are the natural (NBO) charges for atoms 1 to 2, given in e: Cl -0.018; S -0.058

***

[2]
Formula: C3H3ClO
Source: the OMol25 dataset
Level of theory: ωB97M-V with the def2-TZVPD basis set

Each atom is followed by the atoms it is bonded to, with distances in Å.
Geometry (Å):
1 Cl 2.041 1.391 1.267  C4 1.769
2 O 0.949 2.341 -0.813  C4 1.217, H8 1.060
3 C 0.204 -1.131 -0.404  C5 1.239, H7 1.080
4 C 1.604 1.383 -0.447  Cl1 1.769, O2 1.217
5 C -0.758 -1.676 0.154  C3 1.239, H6 1.029
6 H -1.378 -2.304 0.684  C5 1.029
7 H 1.009 -0.438 -0.602  C3 1.080
8 H 0.838 3.203 -0.207  O2 1.060

Spin multiplicity: 1
Total charge: 0
DFT total energy in hartree: -651.35757
F_max in eV Å⁻¹: 5.567

Here are the natural (NBO) charges for atoms 1 to 2, given in e: Cl -0.099; O -0.613

***

[3]
Formula: C3H3ClO
Source: the OMol25 dataset
Level of theory: ωB97M-V with the def2-TZVPD basis set

Each atom is followed by the atoms it is bonded to, with distances in Å.
Geometry (Å):
1 Cl -1.214 -0.771 0.040  C4 1.697
2 O 1.797 -0.930 -0.108  C3 1.258
3 C 1.332 0.214 0.136  O2 1.258, C4 1.432, H6 1.172
4 C -0.058 0.464 -0.096  Cl1 1.697, C3 1.432, C5 1.323
5 C -0.376 1.748 -0.068  C4 1.323, H7 1.182, H8 1.131
6 H 2.016 1.145 0.330  C3 1.172
7 H -1.425 2.260 -0.254  C5 1.182
8 H 0.291 2.592 0.277  C5 1.131

SMILES: C=C(Cl)C=O
Spin multiplicity: 1
Total charge: 0
DFT total energy in hartree: -651.47800
F_max in eV Å⁻¹: 5.227

Here are the natural (NBO) charges for atoms 1 to 2, given in e: Cl 0.071; O -0.506

***

[4]
Formula: C3H3ClO
Source: the OMol25 dataset
Level of theory: ωB97M-V with the def2-TZVPD basis set

Each atom is followed by the atoms it is bonded to, with distances in Å.
Geometry (Å):
1 Cl -2.182 0.484 0.011  C5 1.817
2 O 1.291 1.179 0.138  C3 1.554, C4 1.271
3 C 0.583 0.008 -0.598  O2 1.554, C4 1.476, C5 1.562, H6 1.135
4 C 1.852 0.039 0.155  O2 1.271, C3 1.476
5 C -0.609 -0.363 0.341  Cl1 1.817, C3 1.562, H7 1.079, H8 1.077
6 H 0.451 0.101 -1.722  C3 1.135
7 H -0.950 -1.387 0.313  C5 1.079
8 H -0.436 -0.061 1.361  C5 1.077

Spin multiplicity: 1
Total charge: 0
DFT total energy in hartree: -651.40400
F_max in eV Å⁻¹: 2.736

Here are the natural (NBO) charges for atoms 1 to 2, given in e: Cl -0.085; O -0.400